Density functional theory data (the ωB97M-V functional and the def2-TZVPD basis) for an isolated ion of composition C9H14ClN2O and charge +1 at a distorted geometry.

Atoms and positions in Å:
C: 0.56 2.15 1.20
C: -0.28 0.89 0.90
C: 0.44 0.00 -0.11
C: 1.64 -0.74 0.39
C: -0.68 -1.12 -0.60
C: -0.31 -1.81 -1.94
N: -1.93 -0.45 -0.89
O: -2.36 -0.33 -2.02
C: -2.71 0.11 0.13
Cl: -2.94 -0.84 1.50
C: -1.66 1.46 0.44
C: -1.81 2.04 -0.82
N: -1.86 2.39 -1.93
H: 1.02 2.46 0.15
H: 1.31 1.93 1.83
H: -0.13 2.93 1.55
H: -0.64 0.29 1.68
H: 0.72 0.53 -1.08
H: 2.02 -1.42 -0.46
H: 1.46 -1.22 1.29
H: 2.58 -0.09 0.51
H: -0.80 -1.69 0.28
H: -0.32 -1.04 -2.75
H: -0.93 -2.62 -2.15
H: 0.77 -2.29 -1.93
H: -3.64 0.61 -0.32
H: -2.11 1.83 1.35

Summary:
HOMO-LUMO gap   8.560 eV
Lowest unoccupied orbital energy   -0.2419 Ha
E   -27098.440 eV
Spin multiplicity   1
Total charge   +1
Energy relative to the best compared isomer or geometry (same formula, charge and spin)   97.27 kcal/mol
Structure (SMILES)   C[C@@H]1[C@@H](C)[C@H](C)[N+](=O)[C@@H](Cl)[C@@H]1C#N

Here are the Mulliken charges for atoms 1 to 4, given in e: -1.587, 0.094, 0.408, -1.595



Density functional theory data (the ωB97M-V functional and the def2-TZVPD basis) for one molecule with the formula C5H8N2O at a distorted geometry.

Atoms and positions in Å:
C: -2.28 0.98 -0.35
C: -0.99 0.65 -0.43
C: 0.09 1.74 -0.59
O: -0.02 2.84 -0.09
C: -0.40 -0.67 -0.39
C: 0.75 -0.94 0.28
N: 1.53 -2.00 -0.06
N: 1.12 -0.30 1.44
H: -3.06 0.24 -0.22
H: -2.58 2.03 -0.38
H: 0.91 1.46 -1.27
H: -0.74 -1.34 -1.17
H: 1.09 -2.69 -0.67
H: 1.95 -2.44 0.76
H: 0.53 0.49 1.70
H: 2.10 -0.06 1.43

Summary:
HOMO-LUMO gap   8.452 eV
Lowest unoccupied orbital energy   0.0208 Ha
E   -10341.106 eV
Spin multiplicity   1
Energy relative to the best compared isomer or geometry (same formula, charge and spin)   37.35 kcal/mol
Structure (SMILES)   C=C(C=O)C=C(N)N

Here are the Mulliken charges for atoms 1 to 4, given in e: -0.972, 0.478, -0.106, -0.503



Density functional theory data (the ωB97M-V functional and the def2-TZVPD basis) for a 8-piece molecular cluster, C44H101F8O26P6 overall at a distorted geometry.

Atoms and positions in Å:
C: -0.17 -0.43 -0.30
C: -1.20 0.64 -0.69
C: -0.63 1.98 -0.19
O: -1.58 0.57 -2.06
H: 0.80 -0.24 -0.75
H: -0.32 -1.45 -0.64
H: 0.07 -0.48 0.76
H: -2.09 0.48 -0.07
H: -1.21 2.87 -0.40
H: 0.37 2.07 -0.60
H: -0.51 2.00 0.90
C: 7.26 -3.01 2.20
C: 6.63 -3.76 0.99
O: 6.41 -2.80 -0.04
P: 5.63 -3.26 -1.36
O: 5.56 -2.25 -2.41
O: 6.37 -4.67 -1.71
C: 7.66 -4.63 -2.34
C: 7.98 -6.13 -2.74
O: 4.21 -3.85 -0.78
C: 3.08 -2.93 -0.62
C: 3.16 -2.03 0.65
H: 8.23 -2.64 1.89
H: 6.67 -2.15 2.51
H: 7.35 -3.72 3.02
H: 7.24 -4.58 0.64
H: 5.70 -4.23 1.32
H: 7.60 -4.02 -3.24
H: 8.42 -4.18 -1.70
H: 7.28 -6.67 -3.38
H: 9.00 -6.24 -3.13
H: 8.00 -6.71 -1.82
H: 3.05 -2.21 -1.44
H: 2.12 -3.45 -0.67
H: 3.25 -2.60 1.57
H: 4.05 -1.41 0.56
H: 2.33 -1.33 0.73
C: -3.41 -6.95 -4.46
C: -2.33 -5.93 -4.04
O: -2.71 -4.62 -4.54
P: -2.10 -3.29 -3.76
O: -2.90 -2.06 -3.95
O: -1.92 -3.82 -2.24
C: -3.04 -4.00 -1.37
C: -2.68 -5.08 -0.31
O: -0.61 -3.10 -4.33
C: 0.28 -2.05 -3.84
C: 1.69 -2.50 -4.22
H: -3.80 -6.81 -5.47
H: -3.28 -8.02 -4.28
H: -4.30 -6.74 -3.87
H: -2.34 -5.99 -2.96
H: -1.34 -6.29 -4.34
H: -3.32 -3.11 -0.81
H: -3.96 -4.31 -1.87
H: -3.53 -5.37 0.31
H: -2.30 -5.99 -0.78
H: -1.84 -4.78 0.32
H: 0.09 -1.21 -4.50
H: 0.27 -1.89 -2.76
H: 2.45 -1.78 -3.93
H: 1.97 -3.33 -3.58
H: 1.76 -2.88 -5.24
C: -1.71 -3.13 2.90
C: -0.21 -2.75 2.95
O: 0.33 -3.17 4.16
P: 1.88 -3.60 4.37
O: 2.41 -4.65 3.44
O: 2.01 -4.07 5.92
C: 1.15 -3.55 6.95
C: 1.02 -2.10 7.25
O: 2.67 -2.21 4.29
C: 4.10 -2.11 4.13
C: 4.85 -1.61 5.40
H: -2.17 -3.14 3.89
H: -2.27 -2.57 2.14
H: -1.73 -4.19 2.64
H: 0.34 -3.19 2.11
H: -0.02 -1.69 2.78
H: 0.15 -3.97 6.80
H: 1.57 -4.03 7.83
H: 0.42 -1.98 8.16
H: 2.00 -1.64 7.35
H: 0.59 -1.64 6.36
H: 4.47 -3.06 3.74
H: 4.29 -1.41 3.31
H: 4.68 -0.56 5.68
H: 4.55 -2.16 6.29
H: 5.91 -1.72 5.21
C: -4.44 7.09 -2.57
C: -4.19 5.65 -3.00
O: -2.82 5.41 -3.23
P: -2.30 4.43 -4.41
O: -2.84 3.04 -4.38
O: -0.72 4.60 -4.24
C: -0.05 3.98 -3.17
C: 0.21 4.95 -1.99
O: -2.62 5.24 -5.76
C: -3.00 4.52 -6.92
C: -3.08 5.44 -8.11
H: -4.07 7.79 -3.31
H: -5.50 7.23 -2.35
H: -3.90 7.30 -1.65
H: -4.59 4.87 -2.34
H: -4.80 5.58 -3.90
H: -0.66 3.17 -2.76
H: 0.92 3.57 -3.47
H: 0.92 4.44 -1.33
H: 0.62 5.89 -2.35
H: -0.68 5.14 -1.40
H: -2.35 3.69 -7.20
H: -4.02 4.16 -6.76
H: -2.07 5.73 -8.40
H: -3.63 4.95 -8.91
H: -3.59 6.36 -7.84
C: -9.54 1.87 -0.90
C: -8.04 2.18 -0.85
O: -7.49 1.37 0.21
P: -5.86 1.34 0.38
O: -5.02 1.07 -0.86
O: -5.65 2.81 1.04
C: -5.12 3.89 0.29
C: -3.57 3.92 0.28
O: -5.56 0.41 1.70
C: -6.36 -0.73 1.98
C: -7.04 -0.67 3.38
H: -9.79 0.82 -1.05
H: -10.13 2.22 -0.06
H: -10.01 2.39 -1.74
H: -7.50 2.02 -1.78
H: -7.86 3.24 -0.70
H: -5.55 3.97 -0.71
H: -5.42 4.71 0.94
H: -3.22 3.31 -0.55
H: -3.15 4.92 0.27
H: -3.18 3.51 1.22
H: -7.17 -0.70 1.25
H: -5.86 -1.68 1.77
H: -7.63 0.23 3.58
H: -7.67 -1.54 3.55
H: -6.30 -0.65 4.18
C: -2.91 0.02 3.95
C: -1.99 1.14 3.41
O: -1.37 1.90 4.46
P: -0.38 3.18 4.12
O: 0.09 3.94 5.35
O: 0.76 2.68 3.11
C: 2.07 2.33 3.47
C: 2.36 0.87 3.30
O: -1.33 4.07 3.19
C: -1.09 5.42 2.84
C: -0.22 5.36 1.56
H: -3.44 -0.30 3.05
H: -2.32 -0.84 4.26
H: -3.65 0.23 4.72
H: -1.22 0.79 2.72
H: -2.56 1.88 2.84
H: 2.79 2.93 2.92
H: 2.24 2.55 4.53
H: 3.39 0.61 3.57
H: 1.70 0.28 3.93
H: 2.16 0.58 2.27
H: -2.09 5.79 2.62
H: -0.70 5.99 3.68
H: 0.72 4.86 1.82
H: -0.71 4.83 0.75
H: 0.02 6.36 1.21
C: 4.90 2.40 -0.84
C: 3.48 1.88 -1.15
C: 3.29 1.40 -2.62
F: 2.04 0.97 -2.75
F: 3.59 2.29 -3.56
F: 3.23 0.96 -0.28
F: 2.69 2.86 -0.92
O: 5.80 1.29 -1.02
C: 6.61 0.93 0.04
C: 7.73 0.07 -0.62
F: 8.66 0.82 -1.29
F: 8.40 -0.62 0.34
F: 7.19 1.96 0.68
F: 5.84 0.26 0.92
H: 4.94 2.72 0.21
H: 5.13 3.22 -1.52
H: 3.93 0.56 -2.89
H: 7.28 -0.66 -1.29

Summary:
HOMO-LUMO gap   4.495 eV
Lowest unoccupied orbital energy   0.0736 Ha
E   -177987.979 eV
Spin multiplicity   1
Total charge   -1

Here are the Mulliken charges for atoms 1 to 4, given in e: 0.689, 0.962, 2.641, -1.003



Which formula does entry 2 have? C5H8N2O